Record 1
Entry from the OMol25 dataset: a structure of composition C8H23NNaO8S in a non-equilibrium geometry (the ωB97M-V functional and the def2-TZVPD basis).

Relative energy (zero: lowest compared OMol25 entry of this formula, charge and spin), kJ/mol: 0.0
Spin multiplicity: 1
Total charge: -1
LUMO energy, eV: 1.78

Geometry (Å):
Na (0.09, -0.68, 0.30)
S (3.11, -0.94, -1.09)
O (2.98, -1.45, -2.48)
O (4.44, -0.30, -1.08)
O (2.06, 0.09, -0.86)
O (2.96, -2.04, -0.10)
C (2.32, 2.95, 0.77)
O (1.23, 2.45, 0.02)
H (2.39, 2.40, 1.71)
H (3.26, 2.87, 0.22)
H (2.10, 4.01, 0.94)
H (1.46, 1.55, -0.30)
C (0.56, -4.07, -1.52)
O (0.67, -3.01, -0.60)
H (-0.42, -4.11, -1.99)
H (1.31, -4.02, -2.32)
H (0.81, -4.97, -0.94)
H (1.64, -2.87, -0.45)
C (0.66, 0.10, 3.48)
O (-0.34, -0.08, 2.49)
C (-1.30, 0.94, 2.67)
C (-2.37, 0.95, 1.59)
N (-1.76, 1.26, 0.32)
C (-2.57, 1.13, -0.89)
C (-2.46, -0.32, -1.36)
O (-1.14, -0.59, -1.79)
C (-0.79, 0.00, -3.02)
H (1.48, -0.59, 3.31)
H (0.26, -0.14, 4.47)
H (1.06, 1.12, 3.43)
H (-0.88, 1.95, 2.79)
H (-1.84, 0.86, 3.62)
H (-3.23, 1.58, 1.84)
H (-2.62, -0.12, 1.60)
H (-1.31, 2.16, 0.30)
H (-2.38, 1.84, -1.70)
H (-3.62, 1.32, -0.61)
H (-3.17, -0.62, -2.14)
H (-2.65, -0.95, -0.49)
H (0.17, -0.44, -3.31)
H (-0.78, 1.08, -2.97)
H (-1.43, -0.30, -3.87)



Record 2
Entry from the OMol25 dataset: the ion C8H23P2 with charge -1 (the ωB97M-V functional and the def2-TZVPD basis).

Relative energy (zero: lowest compared OMol25 entry of this formula, charge and spin), kJ/mol: 0.0
Spin multiplicity: 1
Total charge: -1
LUMO energy, eV: 3.74

Geometry (Å):
C (3.80, 0.58, 1.47)
C (3.02, 0.66, 0.16)
C (2.35, -0.65, -0.22)
C (1.17, -0.49, -1.19)
C (1.16, -1.49, -2.35)
P (-0.49, -0.49, -0.19)
P (-2.39, -0.55, 1.18)
C (-3.52, -1.44, 0.01)
C (-3.22, 1.14, 1.10)
C (-2.30, 2.35, 0.91)
H (4.54, -0.23, 1.44)
H (4.33, 1.51, 1.70)
H (3.12, 0.37, 2.30)
H (3.69, 0.99, -0.64)
H (2.25, 1.43, 0.25)
H (3.10, -1.33, -0.65)
H (2.00, -1.15, 0.70)
H (1.19, 0.53, -1.58)
H (0.34, -2.21, -2.24)
H (2.09, -2.05, -2.42)
H (1.00, -1.00, -3.31)
H (0.10, 0.47, 0.79)
H (-0.03, -1.61, 0.68)
H (-1.16, -1.45, -1.10)
H (-1.02, 0.63, -1.00)
H (-4.54, -1.50, 0.40)
H (-3.15, -2.45, -0.14)
H (-3.55, -0.94, -0.97)
H (-3.77, 1.27, 2.03)
H (-3.97, 1.12, 0.30)
H (-2.81, 3.28, 1.18)
H (-1.95, 2.43, -0.12)
H (-1.40, 2.27, 1.53)



Record 3
Entry from the OMol25 dataset: a structure of composition C8H24BrMnN2O3 in a non-equilibrium geometry (the ωB97M-V functional and the def2-TZVPD basis).

Relative energy (zero: lowest compared OMol25 entry of this formula, charge and spin), kJ/mol: 0.0
Spin multiplicity: 6
Total charge: +1
<S²>: 8.78
LUMO energy (alpha / beta), eV: -8.38 / -8.20

Geometry (Å):
Mn (-4.63, -4.03, -0.36)
Br (-3.05, -1.92, -0.12)
C (0.25, -2.15, 2.52)
C (0.87, -1.43, 1.36)
C (2.38, -1.18, 1.39)
O (2.78, -0.43, 2.56)
C (4.01, 0.29, 2.40)
N (0.39, -2.07, 0.13)
H (0.51, -3.21, 2.60)
H (-0.84, -2.05, 2.54)
H (0.43, -1.70, 3.50)
H (0.36, -0.46, 1.43)
H (2.47, -0.56, 0.49)
H (3.04, -2.04, 1.31)
H (4.13, 1.04, 3.18)
H (3.96, 0.82, 1.45)
H (4.93, -0.28, 2.40)
H (0.60, -1.42, -0.61)
H (-0.62, -2.14, 0.12)
C (-0.26, 1.54, -3.56)
C (-0.79, 0.69, -2.44)
C (-0.56, 1.38, -1.03)
O (0.86, 1.45, -0.79)
C (1.25, 2.26, 0.31)
N (-2.14, 0.18, -2.65)
H (-0.22, 0.94, -4.47)
H (0.78, 1.83, -3.42)
H (-0.82, 2.46, -3.71)
H (-0.15, -0.19, -2.54)
H (-1.03, 0.85, -0.20)
H (-1.04, 2.35, -0.94)
H (0.83, 3.26, 0.26)
H (2.34, 2.19, 0.35)
H (0.91, 1.85, 1.26)
H (-2.70, 0.91, -2.25)
H (-2.27, -0.53, -1.95)
O (-5.51, 0.82, 0.02)
H (-6.38, 0.72, -0.37)
H (-5.07, -0.01, -0.17)



Record 4
Entry from the OMol25 dataset: a cluster of 5 separate species, C8H24BrO8 in total in a non-equilibrium geometry (the ωB97M-V functional and the def2-TZVPD basis).

Relative energy (zero: lowest compared OMol25 entry of this formula, charge and spin), kJ/mol: 56.0
Spin multiplicity: 1
Total charge: -1
LUMO energy, eV: 3.11

Geometry (Å):
Br (-0.09, 0.09, 1.15)
C (3.84, 0.66, 0.17)
C (4.78, 1.74, 0.75)
O (6.06, 1.22, 1.03)
O (3.61, -0.33, 1.10)
H (4.45, 0.24, -0.64)
H (2.95, 1.12, -0.34)
H (4.28, 2.11, 1.69)
H (4.92, 2.61, 0.03)
H (5.92, 0.26, 1.15)
H (2.74, -0.29, 1.46)
C (0.18, 3.05, -1.38)
C (-1.35, 3.03, -1.25)
O (-2.01, 1.72, -1.09)
O (0.96, 2.90, -0.18)
H (0.55, 4.03, -1.72)
H (0.46, 2.33, -2.23)
H (-1.71, 3.55, -2.17)
H (-1.62, 3.67, -0.44)
H (-1.55, 1.20, -0.32)
H (0.66, 2.16, 0.29)
C (-3.75, -1.32, 0.32)
C (-4.86, -0.30, 0.56)
O (-4.49, 0.96, 0.99)
O (-2.98, -1.80, 1.40)
H (-3.05, -0.98, -0.46)
H (-4.14, -2.28, 0.01)
H (-5.44, -0.67, 1.38)
H (-5.48, -0.28, -0.39)
H (-3.59, 1.19, 0.81)
H (-2.35, -1.16, 1.71)
C (-0.07, -3.52, 0.39)
C (-0.33, -2.70, -0.88)
O (0.92, -2.27, -1.35)
O (0.96, -4.46, 0.03)
H (-0.88, -4.12, 0.79)
H (0.22, -2.74, 1.12)
H (-1.03, -1.86, -0.70)
H (-0.63, -3.35, -1.68)
H (1.14, -1.44, -0.85)
H (1.77, -3.96, -0.26)



Record 5
Entry from the OMol25 dataset: a structure of composition C8H24ClGaI2N2OP2 in a non-equilibrium geometry (the ωB97M-V functional and the def2-TZVPD basis).

Relative energy (zero: lowest compared OMol25 entry of this formula, charge and spin), kJ/mol: 167.1
Spin multiplicity: 1
Total charge: +2
LUMO energy, eV: -9.59

Geometry (Å):
I (1.60, 1.94, -3.72)
I (3.78, -0.22, -2.91)
Ga (0.96, -0.25, -0.34)
P (1.96, 1.61, 0.64)
C (3.09, 2.35, -0.58)
C (0.84, 2.93, 1.24)
H (1.43, 3.53, 1.94)
H (3.36, 2.11, 2.55)
H (-0.10, 2.65, 1.75)
H (2.48, 0.58, 2.81)
H (2.53, 2.77, -1.43)
H (0.57, 3.55, 0.38)
C (3.01, 1.18, 2.07)
H (3.68, 3.13, -0.09)
H (3.89, 0.61, 1.76)
H (3.76, 1.61, -1.05)
P (-0.34, -1.54, -1.78)
C (0.42, -1.30, -3.37)
C (-0.21, -3.34, -1.43)
H (-2.54, -0.76, -1.09)
H (-2.58, -2.16, -2.21)
H (-2.24, -0.51, -2.82)
C (-2.10, -1.20, -1.99)
H (-0.46, -3.56, -0.39)
H (-0.87, -3.92, -2.09)
H (0.02, -2.06, -4.04)
H (1.52, -1.40, -3.28)
H (0.82, -3.66, -1.60)
H (0.26, -0.28, -3.77)
Cl (1.00, -1.64, 1.36)
C (-2.91, -1.90, 1.93)
N (-2.85, -0.56, 2.45)
C (-2.19, 0.49, 1.89)
N (-2.46, 1.67, 2.56)
O (-1.43, 0.43, 0.89)
H (-2.46, -1.89, 0.91)
H (-3.93, -2.28, 1.87)
H (-2.36, -2.64, 2.50)
H (-3.49, -0.32, 3.20)
H (-2.17, 2.54, 2.11)
H (-3.28, 1.70, 3.13)



Record 6
Entry from the OMol25 dataset: a structure of composition C8H24ClN2O2Ti in a non-equilibrium geometry (the ωB97M-V functional and the def2-TZVPD basis).

Spin multiplicity: 4
Total charge: +2
<S²>: 3.75
LUMO energy (alpha / beta), eV: -6.64 / -7.57

Geometry (Å):
Ti (-1.32, 2.35, -1.04)
Cl (-0.82, 1.10, 0.34)
C (2.44, 1.29, 3.43)
C (1.28, 1.96, 2.70)
C (1.58, 2.43, 1.28)
O (2.27, 1.30, 0.62)
C (2.64, 1.64, -0.77)
N (0.01, 1.08, 2.72)
H (-0.54, 1.63, 3.37)
H (-0.61, 1.03, 1.93)
H (0.27, 0.18, 3.11)
H (1.98, 0.92, 4.35)
H (3.23, 1.97, 3.76)
H (2.92, 0.51, 2.85)
H (1.07, 2.88, 3.25)
H (2.20, 3.31, 1.11)
H (0.68, 2.62, 0.70)
H (1.92, 2.32, -1.22)
H (2.80, 0.77, -1.42)
H (3.61, 2.13, -0.87)
C (0.28, -0.99, -0.88)
C (-0.92, -1.04, -1.77)
C (-1.46, -2.29, -2.38)
O (-2.18, -3.14, -1.48)
C (-2.97, -4.10, -2.15)
N (-2.06, -0.31, -0.99)
H (-1.89, 0.68, -1.09)
H (-2.92, -0.49, -1.51)
H (-2.15, -0.73, -0.07)
H (0.19, -1.65, -0.02)
H (0.62, 0.00, -0.59)
H (0.97, -1.30, -1.67)
H (-0.77, -0.39, -2.63)
H (-0.61, -2.73, -2.90)
H (-2.23, -1.93, -3.07)
H (-3.60, -4.50, -1.36)
H (-2.38, -4.87, -2.65)
H (-3.56, -3.67, -2.97)



| no. | total energy (hartree) |
| --- | --- |
| 1 | -1535.83597 |
| 2 | -1001.21120 |
| 3 | -4379.03725 |
| 4 | -3495.18683 |
| 5 | -4166.56949 |
| 6 | -1887.94501 |